Entry A
Computed, not measured: a cluster of 2 separate species, C2H8OS in total, with ωB97M-V with the def2-TZVPD basis set.

Geometry (Å):
S1 1.37197 -0.72401 -2.29875
C1 0.14106 0.28628 -0.07678
C2 1.45939 0.42910 -0.83832
H1 1.86709 0.21959 -3.12760
H2 -0.78721 0.53268 -0.61917
H3 0.21199 0.93541 0.81215
H4 0.08512 -0.76332 0.25759
H5 1.77034 1.43889 -1.16856
H6 2.25509 0.03038 -0.18004
O1 -2.60864 -0.43974 2.44842
H7 -3.43069 -0.74045 2.89793
H8 -2.33552 -1.20481 1.89313

Summary:
* LUMO: 0.81 eV
* HOMO: -8.97 eV
* SMILES: CCS.O
* frontier orbital gap: 9.8 eV
* net charge: 0

---

Entry B
Computed, not measured: a cluster of 2 separate species, C2H8OS in total, with ωB97M-V with the def2-TZVPD basis set.

Geometry (Å):
S1 2.54625 1.48274 0.25296
C1 0.48677 -0.30255 0.97730
C2 0.82881 1.14608 0.51429
H1 2.87575 1.60623 1.55629
H2 0.77759 -0.43672 2.03277
H3 1.05380 -1.02127 0.36205
H4 -0.58878 -0.52586 0.87761
H5 0.40861 1.79238 1.30875
H6 0.29583 1.38043 -0.42722
O1 -3.13994 -1.61167 -2.18202
H7 -2.28062 -2.08861 -2.13339
H8 -3.26406 -1.42119 -3.13940

Summary:
* LUMO: 0.72 eV
* HOMO: -9.03 eV
* SMILES: CCS.O
* frontier orbital gap: 9.8 eV
* net charge: 0

---

Short version: entry B is the most stable of them.

---

Entry A
Computed, not measured: a structure of composition C2H8OS, with ωB97M-V with the def2-TZVPD basis set.

Geometry (Å):
S1 0.68133 0.39245 -0.77573
C1 -1.30648 0.91263 1.09014
C2 -0.81028 -0.15347 0.17982
H1 0.43704 -0.31800 -1.89737
H2 -0.57352 1.29821 1.81863
H3 -2.11249 0.39869 1.64043
H4 -1.74215 1.76619 0.54403
H5 -1.63494 -0.25453 -0.55172
H6 -0.62559 -1.15270 0.61898
O1 2.94392 -0.87064 -0.80675
H7 2.13312 -0.39586 -0.51448
H8 2.61003 -1.62297 -1.34598

Summary:
* LUMO: 0.64 eV
* HOMO: -9.29 eV
* frontier orbital gap: 9.9 eV
* net charge: 0

---

Entry B
Computed, not measured: a cluster of 2 separate species, C2H8OS in total, with ωB97M-V with the def2-TZVPD basis set.

Geometry (Å):
S1 0.22751 5.00885 -5.28418
H1 0.19562 4.95154 -3.94009
H2 1.56887 5.07636 -5.28788
C1 -0.25728 -1.16527 1.05169
O1 1.15131 -1.25075 0.83458
C2 -0.67372 -2.16186 2.13397
H3 -0.45299 -0.22262 1.57688
H4 -0.81725 -1.19748 0.12384
H5 1.44087 -1.86408 1.51900
H6 -0.01092 -2.13689 2.99908
H7 -1.65482 -1.85432 2.50321
H8 -0.71720 -3.18348 1.76990

Summary:
* LUMO: 1.01 eV
* HOMO: -9.76 eV
* SMILES: CCO.S
* frontier orbital gap: 10.8 eV
* net charge: 0

---

Short version: entry B is the most stable of them.

---

Entry A
Computed, not measured: a cluster of 2 separate species, C2H8OS in total, with ωB97M-V with the def2-TZVPD basis set.

Geometry (Å):
C1 1.12868 -0.43281 -0.58969
C2 1.20306 -1.95108 -0.69786
S1 2.91249 -2.53719 -1.03502
H1 0.25798 -0.13696 0.00320
H2 1.21945 0.07399 -1.54752
H3 1.93528 -0.11702 0.02265
H4 0.83349 -2.46998 0.18822
H5 0.59235 -2.32982 -1.51274
H6 2.72712 -2.72571 -2.34603
H7 -4.25430 4.70200 3.11965
H8 -4.04663 3.54550 2.14536
O1 -4.50898 4.37906 2.24976

Summary:
* LUMO: 0.90 eV
* HOMO: -9.11 eV
* SMILES: CCS.O
* frontier orbital gap: 10.0 eV
* net charge: 0

---

Entry B
Computed, not measured: a cluster of 2 separate species, C2H8OS in total, with ωB97M-V with the def2-TZVPD basis set.

Geometry (Å):
S1 1.83747 2.93853 -4.48228
H1 2.95585 3.19805 -3.80217
H2 1.10490 2.36843 -3.55334
C1 -0.75402 -1.32984 0.67466
O1 -1.57209 -0.26410 0.24178
C2 -0.13244 -0.87745 2.04081
H3 -1.31565 -2.30892 0.67102
H4 -0.00273 -1.47380 0.03185
H5 -2.16167 0.03865 0.98750
H6 -0.95819 -0.47984 2.69064
H7 0.31681 -1.70563 2.62075
H8 0.68176 -0.10407 1.87879

Summary:
* LUMO: 0.80 eV
* HOMO: -9.72 eV
* SMILES: CCO.S
* frontier orbital gap: 10.5 eV
* net charge: 0

---

Entry C
Computed, not measured: a cluster of 3 separate species, C2H8OS in total, with ωB97M-V with the def2-TZVPD basis set.

Geometry (Å):
O1 -0.33931 -2.39097 -0.00094
H1 -0.92897 -1.73053 0.36474
H2 0.57006 -2.17744 0.22340
H3 2.35346 -0.48745 -2.10534
C1 -0.85577 1.04891 -0.22948
C2 -0.32938 1.18368 1.06278
S1 1.17957 0.26997 1.44500
H4 -0.62155 0.14653 -0.80655
H5 1.63459 -0.45028 -2.31745
H6 -1.40686 1.81270 -0.75846
H7 -1.03491 0.57507 1.67262
H8 -0.22093 2.19980 1.44969

Summary:
* LUMO: -2.41 eV
* HOMO: -8.21 eV
* frontier orbital gap: 5.8 eV
* net charge: 0

---

Short version: entry A is the most stable of them.